P | {
  "formula": "C14H42BF4KO7",
  "method": "ωB97M-V/def2-TZVPD",
  "total_charge": 0,
  "orbital_gap_ev": 8.70,
  "homo_energy_ev": -9.445,
  "elements": ["K", "B", "F", "F", "F", "F", "C", "C", "O", "H", "H", "H", "H", "H", "H", "C", "C", "O", "H", "H", "H", "H", "H", "H", "C", "C", "O", "H", "H", "H", "H", "H", "H", "C", "C", "O", "H", "H", "H", "H", "H", "H", "C", "C", "O", "H", "H", "H", "H", "H", "H", "C", "C", "O", "H", "H", "H", "H", "H", "H", "C", "C", "O", "H", "H", "H", "H", "H", "H"],
  "xyz": [[3.3268, -0.8526, 1.1680], [0.1828, -0.2928, -0.3213], [-1.2045, -0.4707, -0.2543], [0.8303, -1.5226, -0.4843], [0.4736, 0.5779, -1.3997], [0.6732, 0.2939, 0.8683], [-4.1782, -4.3177, -0.0488], [-3.3851, -3.0528, 0.1514], [-2.2584, -3.0911, -0.7157], [-4.9263, -4.4247, 0.7357], [-3.5065, -5.1777, -0.0357], [-4.6790, -4.3219, -1.0184], [-3.0664, -2.9751, 1.2022], [-4.0047, -2.1716, -0.0587], [-1.7307, -2.3035, -0.5404], [0.3449, -1.3372, -4.4195], [-0.8923, -0.4990, -4.2138], [-1.5196, -0.2788, -5.4899], [1.1031, -0.8209, -5.0082], [0.0773, -2.2746, -4.9078], [0.7829, -1.5892, -3.4493], [-0.6408, 0.4671, -3.7738], [-1.5808, -1.0232, -3.5464], [-2.4693, -0.2419, -5.3560], [-2.9828, 0.0886, 2.6256], [-1.9336, 0.9278, 3.3168], [-2.3038, 1.1730, 4.6843], [-3.9289, 0.6325, 2.5717], [-3.1725, -0.8405, 3.1745], [-2.6993, -0.2010, 1.6117], [-1.8404, 1.8945, 2.8325], [-0.9828, 0.3866, 3.3090], [-2.5028, 0.3207, 5.0835], [5.3904, 0.8048, -1.8088], [3.9177, 0.8101, -2.1657], [3.1451, 0.7018, -0.9682], [5.6106, -0.0262, -1.1326], [5.6999, 1.7367, -1.3365], [5.9847, 0.6538, -2.7100], [3.7044, -0.0272, -2.8415], [3.6469, 1.7298, -2.6894], [2.2108, 0.8019, -1.2164], [-1.9991, 3.5067, 0.2469], [-2.6992, 2.4478, -0.5858], [-1.9833, 2.1716, -1.7801], [-1.6856, 4.3140, -0.4130], [-1.1114, 3.0806, 0.7217], [-2.6549, 3.8836, 1.0341], [-3.6938, 2.7865, -0.8855], [-2.8323, 1.5283, -0.0066], [-1.3267, 1.4944, -1.5881], [0.0184, -2.6177, 2.7601], [1.1889, -3.5022, 2.4160], [2.4416, -2.9696, 2.9029], [-0.0531, -2.4640, 3.8424], [-0.9226, -3.0632, 2.4363], [0.1138, -1.6356, 2.2936], [1.2890, -3.6049, 1.3345], [1.0466, -4.5198, 2.7932], [2.4991, -3.1601, 3.8429], [2.1584, 3.4669, 1.2114], [3.6159, 3.5009, 0.8010], [3.7228, 4.1972, -0.4356], [1.7836, 4.4563, 1.4711], [2.0054, 2.7968, 2.0620], [1.5521, 3.0707, 0.3953], [3.9591, 2.4668, 0.6605], [4.2355, 3.9657, 1.5741], [4.6160, 4.5353, -0.5294]]
}

***

Q | {
  "formula": "C14H42BF4KO7",
  "method": "ωB97M-V/def2-TZVPD",
  "total_charge": 0,
  "orbital_gap_ev": 9.11,
  "homo_energy_ev": -9.236,
  "elements": ["K", "B", "F", "F", "F", "F", "C", "C", "O", "H", "H", "H", "H", "H", "H", "C", "C", "O", "H", "H", "H", "H", "H", "H", "C", "C", "O", "H", "H", "H", "H", "H", "H", "C", "C", "O", "H", "H", "H", "H", "H", "H", "C", "C", "O", "H", "H", "H", "H", "H", "H", "C", "C", "O", "H", "H", "H", "H", "H", "H", "C", "C", "O", "H", "H", "H", "H", "H", "H"],
  "xyz": [[-0.7972, 2.4191, -0.1144], [0.1462, 0.1567, -0.5445], [0.3638, -1.1514, -0.9049], [0.3995, 0.3294, 0.7560], [0.7705, 1.0560, -1.3396], [-1.2223, 0.4649, -0.6645], [3.8114, -2.3594, -0.5973], [2.8980, -1.2117, -0.4580], [2.9457, -0.2724, -1.4257], [3.8136, -3.0168, 0.2722], [4.8513, -2.0347, -0.6308], [3.5973, -2.9602, -1.4812], [3.2228, -0.8720, 0.5255], [1.9315, -1.6922, -0.3063], [2.0591, 0.0888, -1.4963], [-1.0319, -2.7615, -1.9186], [-2.1704, -1.8053, -1.6671], [-1.7832, -0.7667, -2.4612], [-1.3031, -3.7392, -1.5205], [-0.2153, -2.4225, -1.2812], [-0.6337, -2.8024, -2.9325], [-2.2282, -1.6540, -0.5892], [-3.0394, -2.3891, -1.9705], [-1.0307, -0.3050, -2.0841], [0.8881, 0.7580, -3.6424], [1.2749, -0.7172, -3.6729], [0.5863, -1.4360, -4.6747], [-0.1926, 0.8910, -3.5923], [1.2691, 1.2871, -4.5158], [1.3570, 1.2686, -2.8012], [1.3149, -1.1559, -2.6759], [2.3146, -0.7826, -3.9936], [0.6969, -2.3842, -4.5727], [-2.4861, -2.0741, 2.0736], [-1.0468, -1.8780, 1.6467], [-0.7432, -0.5125, 1.9058], [-2.8718, -1.5222, 2.9308], [-2.7295, -3.1354, 2.1241], [-3.1970, -1.7816, 1.3009], [-0.9785, -2.1759, 0.6004], [-0.3764, -2.6065, 2.1025], [-0.3228, -0.1236, 1.1352], [-3.3378, 0.8887, 2.1431], [-3.0020, 0.8627, 0.6617], [-2.6945, 2.1257, 0.2844], [-2.4458, 0.9828, 2.7624], [-3.6257, -0.1169, 2.4497], [-4.1765, 1.4722, 2.5229], [-3.8345, 0.3313, 0.2007], [-2.1266, 0.2802, 0.3745], [-3.5989, 2.4474, 0.2763], [-1.2856, 3.6492, 2.7726], [-0.5619, 2.2643, 2.7521], [0.2565, 1.9352, 1.6180], [-2.0791, 3.6746, 2.0257], [-0.5968, 4.4693, 2.5696], [-1.5774, 3.8247, 3.8081], [-1.2619, 1.4805, 3.0415], [0.1905, 2.1756, 3.5359], [0.8358, 1.2581, 1.9752], [3.6004, 1.2758, 1.0583], [2.1675, 1.7006, 0.9734], [1.7719, 2.3737, -0.1528], [3.8348, 0.7803, 0.1162], [3.6224, 0.6850, 1.9740], [4.3407, 2.0506, 1.2577], [1.9092, 2.2953, 1.8496], [1.5555, 0.8237, 1.1847], [2.0074, 1.7920, -0.8792]]
}

***

What are the relative energies? In eV: P 0.000; Q 24.097.

***

P | {
  "formula": "F30Na4P5",
  "method": "ωB97M-V/def2-TZVPD",
  "total_charge": -1,
  "orbital_gap_ev": 6.34,
  "homo_energy_ev": -8.137,
  "elements": ["Na", "Na", "Na", "Na", "P", "F", "F", "F", "F", "F", "F", "P", "F", "F", "F", "F", "F", "F", "P", "F", "F", "F", "F", "F", "F", "P", "F", "F", "F", "F", "F", "F", "P", "F", "F", "F", "F", "F", "F"],
  "xyz": [[-0.1021, 31.9699, 5.9240], [4.9913, 25.2425, 2.7982], [0.2623, 22.0894, 3.2984], [-4.6826, 26.9694, 5.0165], [-1.6377, 22.8440, -1.8668], [-0.2089, 23.4964, -1.6196], [-1.6276, 21.8997, -0.4979], [-2.3375, 24.0270, -0.9951], [-3.0967, 22.3449, -2.3284], [-1.4721, 23.7905, -3.2351], [-0.8214, 21.7952, -2.8191], [0.3883, 26.9981, 3.1996], [1.7736, 27.5485, 3.7291], [1.1064, 25.8067, 2.3069], [0.3796, 25.9346, 4.4455], [-1.0414, 26.3810, 2.8874], [-0.3736, 28.1342, 4.1139], [0.2439, 27.9081, 1.8549], [-4.4043, 30.5132, 7.8973], [-5.4843, 29.3448, 7.4699], [-4.6043, 30.0131, 9.5012], [-3.2319, 29.3352, 7.6525], [-3.2934, 31.6752, 8.2844], [-4.1012, 30.7913, 6.3019], [-5.4976, 31.6766, 8.0222], [4.9412, 20.9149, 0.6631], [4.5928, 21.3977, 2.1733], [5.3600, 19.4603, 1.2865], [3.3742, 20.5546, 0.5906], [5.2688, 20.5081, -0.8873], [4.6210, 22.4743, 0.2324], [6.5060, 21.3206, 1.0154], [7.8503, 26.6251, 5.7585], [6.9798, 27.7975, 5.1091], [6.5880, 25.6726, 6.0011], [8.1567, 26.1426, 4.1983], [8.9518, 25.4724, 6.1909], [9.0626, 27.6350, 5.5467], [7.5468, 27.1731, 7.3055]]
}

***

Q | {
  "formula": "F30Na4P5",
  "method": "ωB97M-V/def2-TZVPD",
  "total_charge": -1,
  "orbital_gap_ev": 6.31,
  "homo_energy_ev": -7.429,
  "elements": ["Na", "Na", "Na", "Na", "P", "F", "F", "F", "F", "F", "F", "P", "F", "F", "F", "F", "F", "F", "P", "F", "F", "F", "F", "F", "F", "P", "F", "F", "F", "F", "F", "F", "P", "F", "F", "F", "F", "F", "F"],
  "xyz": [[2.2102, 1.4560, 2.2713], [-3.2772, 0.2783, 1.2903], [1.7777, 4.2095, -1.7409], [-3.3748, 1.7018, -3.8498], [-0.1619, -3.8938, -1.3032], [-1.4258, -4.7877, -0.8973], [0.6791, -4.4410, -0.0459], [0.3577, -5.1053, -2.2546], [1.1605, -3.0151, -1.7840], [-0.9900, -3.2724, -2.5574], [-0.6609, -2.6490, -0.3911], [-4.8124, -2.5615, 0.5511], [-4.0065, -1.7480, -0.5945], [-5.0637, -1.2324, 1.5737], [-6.1969, -2.1563, -0.1484], [-5.5569, -3.3734, 1.7393], [-4.7316, -3.9634, -0.2505], [-3.3348, -2.7841, 1.1961], [4.5884, -0.1894, 0.6117], [4.7846, -1.7039, 0.1380], [5.4488, -0.2796, 1.9938], [5.9294, 0.2120, -0.1998], [4.3089, 1.3983, 0.9645], [3.6645, 0.0469, -0.6868], [3.2425, -0.5833, 1.4795], [-0.6813, 1.0009, -1.0795], [-1.8801, 1.4452, -2.0975], [-1.6196, -0.2282, -0.6701], [0.0333, 0.1806, -2.2407], [0.4777, 0.6075, -0.0436], [0.1327, 2.3689, -1.5044], [-1.4036, 1.8799, 0.0916], [1.5097, 4.4695, 1.5322], [2.4622, 4.3673, 2.7902], [0.7050, 5.7611, 2.0693], [2.5398, 5.4209, 0.7121], [0.5630, 4.4443, 0.1943], [2.2457, 3.1753, 0.9069], [0.3569, 3.5438, 2.2340]]
}

***

What are the relative energies? In eV: P 5.891; Q 0.000.

***

P | {
  "formula": "C2H8IN2",
  "method": "ωB97M-V/def2-TZVPD",
  "total_charge": 1,
  "orbital_gap_ev": 8.21,
  "homo_energy_ev": -13.172,
  "elements": ["C", "C", "N", "N", "I", "H", "H", "H", "H", "H", "H", "H", "H"],
  "xyz": [[0.7308, -0.6479, -0.5041], [-0.2759, 0.3505, -0.2253], [-0.0529, 1.6359, -0.1213], [0.1450, -1.9131, -0.6457], [-2.1446, -0.5171, 0.1458], [1.0412, -0.4401, -1.5755], [1.6764, -0.7059, 0.1426], [-0.9332, 1.7500, 2.2646], [0.8287, 2.1040, -0.3485], [-0.9194, 2.3609, 0.0610], [-0.5769, 1.0092, 2.2978], [0.1730, -2.5931, 0.1062], [0.3079, -2.3932, -1.5976]]
}

***

Q | {
  "formula": "C2H8IN2",
  "method": "ωB97M-V/def2-TZVPD",
  "total_charge": 1,
  "orbital_gap_ev": 8.62,
  "homo_energy_ev": -13.359,
  "elements": ["C", "C", "N", "N", "I", "H", "H", "H", "H", "H", "H", "H", "H"],
  "xyz": [[-0.8390, -0.4496, 0.4295], [-0.2448, 0.7595, -0.3505], [-0.2813, -1.6523, -0.0693], [-0.3297, 1.9564, 0.0881], [2.4965, 0.0576, 0.0907], [-0.5038, -0.4394, 1.4346], [-1.9418, -0.5255, 0.5373], [-0.0651, 0.8447, -1.4562], [-0.7056, -2.0894, -0.8866], [-0.0645, -2.2080, 0.7205], [-0.2728, 2.1346, 1.1044], [-0.1524, 2.6577, -0.5464], [2.9043, -1.0463, -1.0961]]
}

***

R | {
  "formula": "C2H8IN2",
  "method": "ωB97M-V/def2-TZVPD",
  "total_charge": 1,
  "orbital_gap_ev": 9.46,
  "homo_energy_ev": -13.864,
  "elements": ["C", "C", "N", "N", "I", "H", "H", "H", "H", "H", "H", "H", "H"],
  "xyz": [[0.3224, -0.9707, -0.7423], [0.2887, 0.2504, 0.1311], [0.4832, 0.1068, 1.4696], [0.5803, 1.4468, -0.3127], [-2.7245, 0.3017, -0.1678], [1.2683, -1.3919, -0.7289], [-0.2216, -0.7693, -1.6633], [-0.3533, -1.5674, -0.2131], [0.0898, 0.9527, 1.9116], [0.6319, -0.7939, 2.0430], [0.5863, 1.5152, -1.3250], [-2.0485, -1.2908, -0.5473], [1.0970, 2.2104, 0.1450]]
}

***

S | {
  "formula": "C2H8IN2",
  "method": "ωB97M-V/def2-TZVPD",
  "total_charge": 1,
  "orbital_gap_ev": 9.37,
  "homo_energy_ev": -13.798,
  "smiles": "C[NH2+][C@@H](N)I",
  "elements": ["C", "N", "C", "N", "I", "H", "H", "H", "H", "H", "H", "H", "H"],
  "xyz": [[-1.4170, 0.8667, 0.0677], [0.0174, 0.8205, -0.3090], [0.7513, -0.4139, 0.2933], [0.3486, -1.5972, -0.2416], [3.0258, 0.1161, -0.0449], [-1.7706, -0.2811, -0.0799], [-1.5198, 1.0000, 1.1170], [-1.8019, 1.6631, -0.6077], [0.4289, 1.6972, 0.0376], [0.1126, 0.8486, -1.2811], [0.4930, -0.3334, 1.4011], [0.7994, -2.1607, -0.9028], [0.5324, -2.2260, 0.5503]]
}

***

What are the relative energies? In eV: P 1.855; Q 0.765; R 0.000; S 0.500.

***

P | {
  "formula": "CH5O2P",
  "method": "ωB97M-V/def2-TZVPD",
  "total_charge": 0,
  "orbital_gap_ev": [7.90, 7.92],
  "homo_energy_ev": [-8.950, -8.969],
  "elements": ["C", "O", "O", "P", "H", "H", "H", "H", "H"],
  "xyz": [[-1.3543, 0.2092, -0.5230], [1.3664, 0.0728, -0.0204], [2.8243, 0.1290, 0.0748], [-0.4046, -1.3151, -0.2525], [-0.9692, 1.0748, -0.0201], [-2.4117, 0.1339, 0.0316], [-1.3907, 0.4721, -1.4964], [2.7378, 0.3325, 0.9666], [-0.3979, -1.1091, 1.2392]]
}

***

Q | {
  "formula": "CH5O2P",
  "method": "ωB97M-V/def2-TZVPD",
  "total_charge": 0,
  "orbital_gap_ev": 9.80,
  "homo_energy_ev": -8.813,
  "smiles": "CPOO",
  "elements": ["C", "P", "O", "O", "H", "H", "H", "H", "H"],
  "xyz": [[0.9924, -0.0255, -0.1780], [-0.5849, 0.9720, -0.0200], [-1.4981, -0.4109, 0.0931], [-2.8879, -0.1174, -0.0934], [0.9948, -0.7289, -1.1120], [0.9457, -0.6504, 0.6438], [1.7419, 0.7282, -0.1051], [-0.6677, 1.3680, 1.3006], [-3.4203, -0.8705, -0.2951]]
}

***

What are the relative energies? In eV: P 2.224; Q 0.000.